[1]
DFT (ωB97M-V/def2-TZVPD) results for a structure of composition C25H19BrCoN6S2 at a distorted geometry.

ORCA input file:
```
! RIJCOSX wB97M-V def2-TZVPD def2/J DEFGRID3
* xyz 1 5
Co -0.003 -0.654 0.086
N 4.279 -0.168 -0.854
C 3.109 -0.660 -0.447
N 1.980 -0.029 -0.497
C 1.958 1.277 -0.999
N 0.892 2.012 -0.980
N -0.165 1.301 -0.448
C -1.283 1.868 -0.266
C -2.365 1.016 0.290
C -3.669 1.455 0.363
C -4.637 0.584 0.855
C -4.262 -0.683 1.254
C -2.924 -1.047 1.151
N -2.001 -0.218 0.686
C 3.189 1.829 -1.564
C 3.232 3.077 -2.195
C 4.422 3.559 -2.689
C 5.593 2.805 -2.559
C 5.571 1.571 -1.947
C 4.361 1.089 -1.458
H 5.105 -0.741 -0.785
H 3.120 -1.674 -0.064
H -1.450 2.912 -0.518
H -3.923 2.453 0.031
H -5.671 0.897 0.919
H -4.984 -1.390 1.637
H -2.574 -2.033 1.433
H 2.315 3.642 -2.283
H 4.453 4.521 -3.181
H 6.527 3.190 -2.945
H 6.475 0.981 -1.854
S -0.111 -2.954 -0.468
C -1.589 -3.063 -1.367
C -2.373 -4.220 -1.237
C -3.555 -4.368 -1.925
C -4.017 -3.364 -2.797
C -3.274 -2.233 -2.968
C -2.046 -2.038 -2.269
S -1.160 -0.630 -2.539
H -2.027 -5.004 -0.575
H -4.136 -5.272 -1.796
H -4.947 -3.496 -3.333
H -3.597 -1.454 -3.647
Br 0.422 1.375 2.846
C 1.014 -0.395 3.140
C 1.566 -0.690 4.376
C 2.043 -1.972 4.578
C 1.946 -2.893 3.548
C 1.363 -2.502 2.359
N 0.895 -1.262 2.141
H 1.618 0.068 5.143
H 2.482 -2.244 5.529
H 2.301 -3.908 3.661
H 1.229 -3.206 1.549
*
```

Results
- Calculated total energy: -164510.01261 eV


[2]
DFT (ωB97M-V/def2-TZVPD) results for a structure of composition C25H19ClN2O8PTc.

ORCA input file:
```
! RIJCOSX wB97M-V def2-TZVPD def2/J DEFGRID3
* xyz 1 2
Tc 0.137 -0.950 -1.552
O 3.714 0.864 -1.712
C 2.557 0.615 -1.827
O 1.971 -0.526 -1.414
C 1.500 1.539 -2.380
C 1.664 2.781 -2.962
C 0.532 3.416 -3.468
C -0.716 2.811 -3.375
C -0.787 1.574 -2.757
N 0.296 0.994 -2.283
C -2.008 0.731 -2.514
O -3.123 1.039 -2.798
O -1.671 -0.363 -1.812
H 2.649 3.220 -3.032
H 0.628 4.382 -3.945
H -1.612 3.271 -3.767
N -0.842 -2.648 -0.640
C -1.770 -2.350 0.445
C -2.872 -3.147 0.681
C -3.705 -2.835 1.750
C -3.429 -1.750 2.570
C -2.320 -0.954 2.325
C -1.481 -1.246 1.259
P -0.044 -0.251 0.762
C 1.384 -0.781 1.723
C 1.306 -1.904 2.546
C 2.443 -2.366 3.193
C 3.655 -1.716 3.023
C 3.738 -0.597 2.203
C 2.609 -0.134 1.551
C -0.434 1.460 1.170
C -1.599 2.002 0.614
C -1.972 3.298 0.919
C -1.195 4.060 1.785
C -0.059 3.515 2.361
C 0.322 2.213 2.062
H -1.276 -3.267 -1.326
H -0.068 -3.203 -0.266
H -3.089 -3.994 0.043
H -4.577 -3.446 1.942
H -4.091 -1.518 3.394
H -2.116 -0.091 2.948
H 0.363 -2.414 2.698
H 2.376 -3.236 3.832
H 4.541 -2.078 3.527
H 4.683 -0.092 2.061
H 2.695 0.732 0.906
H -2.246 1.396 -0.005
H -2.879 3.708 0.494
H -1.490 5.073 2.025
H 0.533 4.098 3.053
H 1.203 1.795 2.528
O 2.572 -2.270 -4.039
Cl 1.237 -2.591 -3.758
O 0.615 -3.394 -4.723
O 1.117 -3.163 -2.411
O 0.428 -1.314 -3.627
*
```

Results
- Energy above the lowest of the compared OMol25 structures with the same formula, charge and spin: 26.4 kJ/mol


[3]
DFT (ωB97M-V/def2-TZVPD) results for a structure of composition C25H19ClN2O8PTc at a distorted geometry.

ORCA input file:
```
! RIJCOSX wB97M-V def2-TZVPD def2/J DEFGRID3
* xyz 1 2
Tc 1.074 -0.751 0.694
O 1.641 -4.162 -2.033
C 1.774 -3.170 -1.351
O 1.499 -1.946 -1.575
C 2.434 -3.368 0.046
C 2.970 -4.565 0.485
C 3.645 -4.566 1.701
C 3.819 -3.376 2.405
C 3.224 -2.239 1.905
N 2.513 -2.266 0.773
C 3.306 -0.839 2.487
O 4.063 -0.560 3.367
O 2.496 -0.010 1.840
H 2.853 -5.453 -0.118
H 4.056 -5.489 2.086
H 4.385 -3.335 3.325
N 2.038 0.535 -0.875
C 1.511 1.845 -1.224
C 2.271 2.753 -1.942
C 1.723 3.974 -2.304
C 0.428 4.302 -1.930
C -0.317 3.412 -1.175
C 0.224 2.177 -0.830
P -0.662 0.912 0.124
C -1.491 -0.023 -1.202
C -2.188 0.567 -2.253
C -2.781 -0.235 -3.211
C -2.684 -1.619 -3.124
C -1.984 -2.215 -2.090
C -1.377 -1.408 -1.143
C -1.941 1.856 0.983
C -1.551 2.830 1.900
C -2.510 3.566 2.574
C -3.858 3.327 2.341
C -4.245 2.360 1.424
C -3.291 1.612 0.752
H 3.023 0.637 -0.633
H 2.010 -0.077 -1.699
H 3.290 2.519 -2.224
H 2.314 4.676 -2.875
H 0.005 5.256 -2.212
H -1.314 3.672 -0.845
H -2.254 1.646 -2.315
H -3.317 0.215 -4.035
H -3.143 -2.244 -3.877
H -1.873 -3.290 -2.030
H -1.117 -2.486 0.520
H -0.497 3.007 2.083
H -2.210 4.320 3.288
H -4.608 3.894 2.874
H -5.295 2.178 1.238
H -3.597 0.848 0.052
O -1.657 -0.617 2.433
Cl -1.038 -1.847 2.913
O -1.632 -2.982 2.190
O 0.433 -1.803 2.471
O -0.587 -1.955 -0.148
*
```

Results
- Energy above the lowest of the compared OMol25 structures with the same formula, charge and spin: 0.0 kJ/mol


[4]
DFT (ωB97M-V/def2-TZVPD) results for a structure of composition C25H19F5IrN7O3S3.

ORCA input file:
```
! RIJCOSX wB97M-V def2-TZVPD def2/J DEFGRID3
* xyz 0 5
Ir -0.146 -0.347 -0.192
C -5.093 1.683 1.766
C -4.765 2.033 0.320
N -3.401 2.534 0.170
C -2.314 1.763 0.093
S -2.441 0.056 -0.151
N -1.142 2.419 0.228
N -0.097 1.630 0.159
C 1.192 2.210 0.334
C 1.361 3.652 0.645
C 2.230 1.313 0.175
C 3.600 1.677 0.298
C 4.575 0.751 0.078
C 4.211 -0.561 -0.270
C 2.875 -0.885 -0.360
N 1.894 -0.006 -0.140
H -6.133 1.368 1.845
H -4.947 2.543 2.421
H -4.461 0.868 2.121
H -5.432 2.806 -0.058
H -4.876 1.163 -0.325
H -3.219 3.493 0.428
H 0.396 4.144 0.705
H 1.957 4.143 -0.128
H 1.876 3.783 1.600
H 3.849 2.692 0.571
H 5.618 1.023 0.171
H 4.954 -1.321 -0.459
H 2.564 -1.889 -0.615
O -1.211 2.493 7.910
S -0.697 1.718 9.026
O -1.695 1.276 9.978
O 0.543 2.214 9.597
C -0.153 0.178 8.245
N 0.266 -0.833 9.026
C 0.686 -1.923 8.416
C 0.712 -2.061 7.030
C 0.256 -0.974 6.319
N -0.172 0.129 6.914
C 0.183 -0.906 4.827
C 0.678 -1.882 3.972
C 0.574 -1.701 2.607
N 0.004 -0.625 2.061
C -0.483 0.312 2.882
C -0.409 0.214 4.253
H 1.020 -2.735 9.056
H 1.065 -2.971 6.563
H 1.155 -2.776 4.350
H 0.974 -2.434 1.917
H -0.951 1.171 2.423
H -0.797 0.992 4.900
F -0.025 -7.264 1.894
C -0.041 -6.142 1.195
C 0.870 -5.953 0.168
F 1.766 -6.894 -0.105
C 0.841 -4.780 -0.558
F 1.734 -4.618 -1.534
C -0.071 -3.765 -0.279
S -0.104 -2.330 -1.286
C -0.982 -3.987 0.756
F -1.912 -3.083 1.043
C -0.972 -5.158 1.488
F -1.849 -5.348 2.466
*
```

Results
- Energy above the lowest of the compared OMol25 structures with the same formula, charge and spin: 27.9 kJ/mol